#w
Computed, not measured: the molecule C2H5N2PS, with wB97M-V/def2-TZVPD.

Geometry (Å):
S -2.7775 -0.0500 0.0907
C -1.1864 0.0657 -0.0440
N -0.3199 -0.9755 -0.1433
C 1.0838 -0.6788 -0.2051
P 1.2294 1.2287 0.0291
N -0.4665 1.2915 -0.1844
H -0.6011 -1.8823 0.2152
H 1.5365 -1.0719 0.6691
H 1.4851 -1.0996 -1.2042
H 1.0796 1.0897 1.3380
H -1.0630 2.0824 -0.5610

## Properties
SMILES string: S=C1NCPN1
Kohn-Sham gap (Eh): 0.3351
LUMO level (eV): 0.74

#x
Computed, not measured: a 2-piece molecular cluster, C2H5N2PS overall, with wB97M-V/def2-TZVPD.

Geometry (Å):
C -0.6914 -1.0782 -0.5046
N -0.3497 -0.8510 0.8472
P 1.0450 -0.8640 -0.1579
H -1.1564 -2.1469 -0.8276
H -1.3431 -0.3885 -0.9719
H -0.5436 -1.6589 1.4338
H 1.1568 0.5248 -0.2909
N 1.0617 3.0344 1.1134
C 1.4635 2.3187 1.9699
S 1.5585 1.5759 3.3232
H 0.8979 3.3297 0.1768

## Properties
SMILES string: C1NP1.N=C=S
Kohn-Sham gap (Eh): 0.3740
LUMO level (eV): 0.90

#w has the most favorable energy; the next structure is 47.4 kcal/mol above.

#w
Computed, not measured: C4H5LiO2 as an isolated structure, with wB97M-V/def2-TZVPD.

Geometry (Å):
C -1.3072 -0.5384 0.6196
C -1.3977 0.3173 -0.4252
O -0.6904 1.5031 -0.3855
H -0.6549 -0.3158 1.4670
H -2.0743 -1.3083 0.7070
H -2.3133 0.3819 -1.0183
H -1.2906 2.2552 -0.3640
H 1.2640 -2.2252 -0.8678
C 2.1919 -1.7973 -0.3358
C 2.6288 -0.6915 0.0178
O 2.3920 0.5246 0.2404
Li 1.2516 1.8944 0.3446

## Properties
Kohn-Sham gap (Eh): 0.2200
LUMO level (eV): -0.80

#x
Computed, not measured: C4H5LiO2 as an isolated structure, with wB97M-V/def2-TZVPD.

Geometry (Å):
O 1.3878 -0.8310 0.1767
C 0.4292 -0.0353 0.8620
C 0.1706 1.4007 0.4055
C -0.7610 0.2970 0.0935
C -1.5716 -0.2731 -0.8238
H 2.2453 -0.8124 0.6122
H 0.3892 -0.2561 1.9348
H 0.8142 1.7846 -0.3940
H -0.0613 2.1317 1.1887
H -1.8374 0.1117 -1.9143
O -1.4115 -1.4408 -1.4099
Li 0.2065 -2.0771 -0.7315

## Properties
Kohn-Sham gap (Eh): 0.2563
LUMO level (eV): -0.27

#x has the most favorable energy; the next structure is 19.8 kcal/mol above.

#w
Computed, not measured: the molecule C19H22N2O5S, with wB97M-V/def2-TZVPD.

Geometry (Å):
C 1.0155 0.2493 3.2884
C 1.3586 1.0004 2.0119
O 1.8079 0.0444 1.0641
C 2.3557 0.4851 -0.0988
C 2.2423 1.7823 -0.5835
C 2.8684 2.1500 -1.7633
C 3.6270 1.2361 -2.4698
C 3.7395 -0.0622 -2.0032
C 3.0996 -0.4542 -0.8370
N 3.2511 -1.7743 -0.3722
C 2.3020 -2.6047 0.1360
O 2.6047 -3.6226 0.7232
C 0.8811 -2.2382 -0.1458
C 0.4935 -1.7584 -1.3936
C -0.8374 -1.4640 -1.6348
C -1.7682 -1.6507 -0.6311
S -3.4720 -1.1636 -0.9295
O -4.3230 -1.9162 -0.0582
O -3.6983 -1.1872 -2.3430
N -3.6095 0.4274 -0.4606
C -3.6791 0.7342 0.9477
C -2.2988 1.1097 1.4930
O -1.7133 2.1523 0.7367
C -1.5801 1.8006 -0.6259
C -2.9357 1.4365 -1.2416
C -1.4059 -2.1730 0.5966
C -0.0772 -2.4767 0.8352
H 0.2226 -0.4688 3.0984
H 0.6870 0.9509 4.0495
H 1.8881 -0.2885 3.6491
H 0.4786 1.5350 1.6350
H 2.1562 1.7310 2.2027
H 1.6707 2.5152 -0.0369
H 2.7683 3.1635 -2.1199
H 4.1292 1.5279 -3.3786
H 4.3303 -0.7883 -2.5418
H 4.1996 -2.1208 -0.2932
H 1.2215 -1.6261 -2.1791
H -1.1710 -1.1026 -2.5948
H -4.0814 -0.1437 1.4516
H -4.3675 1.5764 1.0801
H -2.3736 1.4887 2.5136
H -1.6416 0.2278 1.4756
H -1.1565 2.6766 -1.1206
H -0.8803 0.9564 -0.7246
H -2.8225 1.0462 -2.2520
H -3.5729 2.3279 -1.2681
H -2.1720 -2.3497 1.3359
H 0.2388 -2.8973 1.7775

## Properties
SMILES string: CCOc1ccccc1NC(=O)c1ccc(S(=O)(=O)N2CCOCC2)cc1
Kohn-Sham gap (Eh): 0.3267
LUMO level (eV): 0.11

#x
Computed, not measured: the molecule C19H22N2O5S, with wB97M-V/def2-TZVPD.

Geometry (Å):
C -2.4044 4.4535 3.1444
C -2.0822 3.4482 2.0471
N -0.7684 2.8779 2.2387
S -0.0682 2.1406 0.9225
O -0.1242 3.0694 -0.1640
O 1.2048 1.6579 1.3707
C -1.1395 0.7549 0.5706
C -0.9962 -0.4055 1.3050
C -1.8322 -1.4764 1.0467
C -2.8018 -1.3925 0.0503
C -3.5882 -2.6145 -0.3332
C -2.8961 -3.3321 -1.5145
C -1.4121 -3.4374 -1.1807
O -0.9657 -4.3262 -0.4910
N -0.6901 -2.3964 -1.6792
C 0.5539 -1.9109 -1.2454
C 1.3708 -2.5999 -0.3568
C 2.5546 -2.0268 0.0650
C 2.9453 -0.7715 -0.3800
C 2.1122 -0.0682 -1.2587
C 0.9306 -0.6491 -1.6899
O 2.4250 1.1790 -1.7135
C 3.4067 1.8174 -0.9197
C 4.5739 0.8620 -0.6799
O 4.1451 -0.2699 0.0452
C -2.9442 -0.2039 -0.6592
C -2.1152 0.8744 -0.3980
H -3.3644 4.9226 2.9472
H -1.6358 5.2197 3.1804
H -2.4487 3.9595 4.1123
H -2.0393 3.9452 1.0762
H -2.8604 2.6695 2.0088
H -0.6567 2.3357 3.0807
H -0.2118 -0.4658 2.0425
H -1.7124 -2.3972 1.5970
H -4.6067 -2.3485 -0.6211
H -3.6301 -3.3022 0.5117
H -3.0513 -2.7755 -2.4391
H -3.3142 -4.3323 -1.6239
H -1.1847 -1.7398 -2.2670
H 1.0769 -3.5730 -0.0030
H 3.2045 -2.5485 0.7489
H 0.3059 -0.0826 -2.3639
H 2.9641 2.1058 0.0408
H 3.7212 2.7024 -1.4736
H 4.9895 0.5449 -1.6476
H 5.3560 1.3329 -0.0825
H -3.7002 -0.1274 -1.4278
H -2.1900 1.7980 -0.9498

## Properties
SMILES string: CCNS(=O)(=O)c1ccc(CCC(=O)Nc2ccc3c(c2)OCCO3)cc1
Kohn-Sham gap (Eh): 0.2969
LUMO level (eV): 0.44

#x has the most favorable energy; the next structure is 11.1 kcal/mol above.

#w
Computed, not measured: H10O11SV as an isolated structure, with wB97M-V/def2-TZVPD.

Geometry (Å):
O 0.4713 0.2797 -1.3484
V -0.1907 0.1817 0.0924
O -1.1934 -1.0341 0.1579
S 2.0255 -1.9426 1.5079
O 2.7290 -1.4087 2.6848
O 0.9489 -2.8823 1.8487
O 1.3044 -0.6864 0.9360
O 2.9156 -2.3989 0.4555
O 0.7516 1.1403 -4.7178
H 0.8250 1.2602 -3.7654
H 1.1066 1.9419 -5.1066
O 1.1211 2.3335 0.2244
H 1.2029 3.1674 0.6908
H 1.4990 2.4625 -0.6487
O -1.9650 1.5891 -0.4416
H -2.0695 2.4225 0.0212
H -2.6066 1.5764 -1.1531
O -0.4544 0.8332 2.2158
H -0.6618 0.1534 2.8630
H -0.0861 1.5845 2.6805
O -2.4857 -3.8029 -0.0027
H -3.1602 -3.8093 0.6792
H -2.0275 -2.9610 0.1265

## Properties
Charge: -1
Kohn-Sham gap (Eh): 0.2015
LUMO level (eV): 1.44

#x
Computed, not measured: H10O11SV as an isolated structure, with wB97M-V/def2-TZVPD.

Geometry (Å):
O 0.4812 1.1748 1.1215
V -0.7297 0.0063 1.0705
O -1.6388 0.1797 2.3134
S 0.4590 -1.3484 -1.9165
O -0.1144 -0.4327 -2.8758
O 1.8395 -1.7527 -2.3084
O 0.4726 -0.7027 -0.5703
O -0.4176 -2.5039 -1.8987
O -1.8701 -2.0205 0.6199
H -2.7744 -2.2015 0.3636
H -1.4464 -2.8788 0.6273
O -2.1470 0.7938 -0.2797
H -2.7352 1.5490 -0.2736
H -2.4752 0.2397 -0.9878
O 0.2390 2.2117 -1.6921
H 0.8407 1.9767 -0.9858
H -0.0753 1.3726 -2.0288
O 3.3256 2.8776 0.9717
H 2.4508 3.0986 0.6520
H 3.9203 3.2522 0.3219
O 0.6179 -1.3591 2.3699
H 0.6882 -2.2970 2.1918
H 1.0892 -1.2353 3.1938

## Properties
Charge: -1
Kohn-Sham gap (Eh): 0.2220
LUMO level (eV): 2.10

#w has the most favorable energy; the next structure is 8.9 kcal/mol above.

#w
Computed, not measured: the molecule C16H22ClN3OS, with wB97M-V/def2-TZVPD.

Geometry (Å):
C 0.0800 -0.0837 5.2750
C 0.2683 0.3981 3.8409
C -0.2203 -0.6110 2.7991
C 0.5525 -1.9310 2.7592
C 2.0338 -1.8038 2.3735
C 2.1709 -1.3842 0.9296
O 2.2765 -2.1471 -0.0080
N 2.2164 -0.0368 0.7453
N 2.1720 0.4727 -0.5610
C 1.2230 1.3965 -0.8323
N 0.5619 2.0283 0.0417
C -0.2422 3.0823 -0.4987
C -0.4498 2.8688 -2.0150
C -1.7636 2.1443 -2.3527
C -1.9701 0.9163 -1.5118
C -2.7823 0.9571 -0.3848
C -2.9345 -0.1614 0.4145
C -2.2727 -1.3371 0.1095
C -1.4671 -1.3815 -1.0170
Cl -0.6268 -2.8408 -1.4114
C -1.3225 -0.2708 -1.8317
S 0.9949 1.8767 -2.5371
H 0.7024 -0.9502 5.4826
H 0.3526 0.7021 5.9758
H -0.9584 -0.3550 5.4521
H -0.2950 1.3233 3.7001
H 1.3219 0.6364 3.6805
H -0.2039 -0.1424 1.8125
H -1.2645 -0.8452 3.0192
H 0.4922 -2.4151 3.7351
H 0.0706 -2.5917 2.0353
H 2.5057 -2.7817 2.4786
H 2.5436 -1.0946 3.0242
H 1.9105 0.6297 1.4398
H 2.3433 -0.2726 -1.2324
H -1.1996 3.1000 0.0251
H 0.2673 4.0359 -0.3126
H -0.4084 3.8121 -2.5611
H -1.7455 1.8760 -3.4109
H -2.5850 2.8461 -2.1896
H -3.3108 1.8663 -0.1365
H -3.5726 -0.1175 1.2843
H -2.3835 -2.2122 0.7295
H -0.7061 -0.3342 -2.7151

## Properties
SMILES string: CCCCCC(=O)NNC1=NC[C@H](Cc2cccc(Cl)c2)S1
Kohn-Sham gap (Eh): 0.3409
LUMO level (eV): 0.58

#x
Computed, not measured: the molecule C16H22ClN3OS, with wB97M-V/def2-TZVPD.

Geometry (Å):
S 2.8123 1.8364 0.1848
C 1.2739 1.7115 -0.4274
N 0.6674 2.7635 -1.0233
C 1.3396 3.9908 -1.3631
C 1.6900 4.0759 -2.8653
C 2.8041 3.1021 -3.2555
C 4.0593 3.8982 -2.8955
C 3.6009 5.3601 -3.0264
O 2.1869 5.3564 -3.1845
N 0.5822 0.5490 -0.3366
C -0.7483 0.3699 -0.8821
C -1.1363 -1.1087 -0.8700
N -1.1295 -1.6159 0.4790
C -1.9113 -2.6760 0.8629
C -2.5667 -3.4888 -0.0716
C -3.3630 -4.5378 0.3412
C -3.5318 -4.8280 1.6842
C -2.8821 -4.0269 2.6075
Cl -3.0734 -4.3498 4.2978
C -2.0890 -2.9645 2.2223
C -0.1056 -1.0717 1.3462
C 1.0481 -0.5268 0.5127
H -0.2452 2.6392 -1.4306
H 0.6942 4.8367 -1.1094
H 2.2510 4.0483 -0.7662
H 0.7751 3.9332 -3.4540
H 2.7633 2.9053 -4.3273
H 2.7418 2.1602 -2.7162
H 4.3627 3.6757 -1.8731
H 4.8925 3.6744 -3.5573
H 4.0206 5.8494 -3.9106
H 3.8701 5.9498 -2.1427
H -1.4890 0.9375 -0.2999
H -0.7750 0.7171 -1.9217
H -0.4512 -1.6687 -1.5248
H -2.1462 -1.1941 -1.2791
H -2.4403 -3.3176 -1.1283
H -3.8544 -5.1511 -0.3991
H -4.1480 -5.6507 2.0065
H -1.6283 -2.3549 2.9813
H 0.2781 -1.8588 2.0001
H -0.5102 -0.2646 1.9741
H 1.8320 -0.1307 1.1622
H 1.4851 -1.3275 -0.0952

## Properties
SMILES string: S=C(NC[C@@H]1CCCO1)N1CCN(c2cccc(Cl)c2)CC1
Kohn-Sham gap (Eh): 0.3075
LUMO level (eV): 0.34

#w has the most favorable energy; the next structure is 6.7 kcal/mol above.